# C6H6O4

One molecule with the formula C6H6O4 in a non-equilibrium geometry (the ωB97M-V functional and the def2-TZVPD basis, the OMol25 dataset).

Results
Spin multiplicity: 3
Charge: 0
E_HOMO (spin up / spin down), eV: -6.29 / -9.94

Each line ends with the Löwdin charge.
Atoms and positions in Å:
C 1.2002 1.3575 -0.3014  -0.06
C 1.5240 0.1786 -0.7809  -0.12
C 0.0378 1.6275 0.4703  -0.27
C 0.8878 -1.1349 -0.4870  -0.07
C -1.0790 0.2900 0.3713  -0.31
C -0.6215 -1.0055 -0.1276  -0.50
O -0.3401 2.5634 1.1126  0.15
O -1.4015 -0.1767 -0.9460  0.17
O -2.0000 0.4337 1.3306  0.09
O -1.0559 -2.2089 0.2645  0.11
H 1.6801 2.2118 -0.5780  0.09
H 2.4491 0.1666 -1.2242  0.08
H 1.3506 -1.8590 -1.2857  0.15
H 1.3605 -1.6616 0.4153  0.14
H -1.9467 1.4919 1.4927  0.19
H -2.0453 -2.2744 0.2736  0.16

***

# C6H6O7P2RhS2

C6H6O7P2RhS2 as an isolated structure in a non-equilibrium geometry (the ωB97M-V functional and the def2-TZVPD basis, the OMol25 dataset).

Results
Spin multiplicity: 5
Relative energy (zero: lowest compared OMol25 entry of this formula, charge and spin), eV: 0.092
Charge: -1
E_HOMO (spin up / spin down), eV: -5.45 / -5.80

Each line ends with the Löwdin charge.
Atoms and positions in Å:
Rh 0.3141 0.5613 -0.6894  0.72
O 0.6086 4.1730 -1.3325  -0.13
P -0.0856 3.0426 -2.2348  0.18
O -0.7372 3.6151 -3.4087  -0.27
O -0.9437 2.1840 -1.2991  -0.42
O 1.1910 2.0952 -2.7025  -0.31
P 2.6178 1.6034 -2.0985  0.18
O 2.9265 2.7543 -0.9661  -0.16
O 3.6660 1.6029 -3.1225  -0.28
O 2.3719 0.3281 -1.3067  -0.40
H 1.2380 3.7864 -0.7156  0.03
H 3.6632 3.2616 -1.3000  0.07
S 0.1297 0.2472 1.6163  0.62
C -0.7423 -1.2740 1.6873  -0.68
C -1.0409 -1.7920 2.9444  -0.14
C -1.7289 -2.9836 3.0799  -0.11
C -2.1309 -3.6793 1.9532  -0.11
C -1.8416 -3.1790 0.6977  -0.14
C -1.1494 -1.9808 0.5429  -0.68
S -0.8290 -1.4309 -1.0921  0.65
H -0.7243 -1.2424 3.8170  0.09
H -1.9533 -3.3706 4.0632  0.09
H -2.6696 -4.6104 2.0539  0.10
H -2.1503 -3.7112 -0.1881  0.09

***

# C6H6OS

C6H6OS as an isolated structure in a non-equilibrium geometry (the ωB97M-V functional and the def2-TZVPD basis, the OMol25 dataset).

Results
Relative energy (zero: lowest compared OMol25 entry of this formula, charge and spin), eV: 2.224
Charge: 0
E_HOMO, eV: -8.82

Each line ends with the Löwdin charge.
Atoms and positions in Å:
C 0.1464 0.7927 -0.1442  -0.59
C -0.3521 0.0729 1.1499  -0.02
C 0.1034 -1.1999 0.3390  -0.19
C -0.8659 -1.0812 -0.9111  0.00
C -0.8266 0.2328 -1.1685  0.01
C 1.1672 -0.2704 -0.1343  -0.78
H 1.3592 2.2057 0.1380  0.13
H 0.3163 0.2681 2.0465  0.14
H -1.4017 0.1930 1.3988  0.12
H 0.4233 -2.1274 0.8075  0.14
H -1.6591 -1.7794 -1.2304  0.11
H -1.5750 0.8459 -1.6224  0.12
O 0.4360 2.0982 -0.2625  0.04
S 2.7285 -0.2509 -0.4063  0.79

***

# C6H6OS

C6H6OS as an isolated structure in a non-equilibrium geometry (the ωB97M-V functional and the def2-TZVPD basis, the OMol25 dataset).

Results
Relative energy (zero: lowest compared OMol25 entry of this formula, charge and spin), eV: 3.650
Charge: 0
E_HOMO, eV: -8.73

Each line ends with the Löwdin charge.
Atoms and positions in Å:
C -1.6299 -1.2025 0.0099  -0.07
C -0.5548 -0.2090 -0.1155  -0.26
C -0.3306 0.8470 -0.9405  0.03
C 0.9341 1.3628 -0.3017  -0.24
C 0.6721 -0.1345 0.9145  -0.27
C 1.7199 0.0503 -0.0198  -0.72
H -1.0118 -2.1490 -0.1791  0.11
H -2.5219 -0.9344 -0.7405  0.12
H -2.0364 -1.1222 1.1302  0.12
H -0.8641 1.3195 -1.7063  0.10
H 1.1205 2.3770 -0.7904  0.17
H 0.5628 -0.8968 1.7707  0.19
O 0.7613 1.3037 1.1606  -0.02
S 3.1788 -0.6119 -0.1922  0.73

***

# C6H6S2

One molecule with the formula C6H6S2 in a non-equilibrium geometry (the ωB97M-V functional and the def2-TZVPD basis, the OMol25 dataset).

Results
SMILES string: C=C1CSC=C1C=S
Relative energy (zero: lowest compared OMol25 entry of this formula, charge and spin), eV: 0.784
Charge: 0
E_HOMO, eV: -8.10

Each line ends with the Löwdin charge.
Atoms and positions in Å:
C -0.7504 1.6616 -0.0672  0.02
C 0.1490 0.7016 0.0538  -0.33
C 1.6803 0.8259 0.0124  -0.36
S 2.3191 -0.9286 -0.0410  0.90
C 0.7390 -1.6386 -0.0976  -0.36
C -0.3214 -0.7457 0.1042  -0.33
C -1.6813 -1.2791 0.0622  -0.60
S -3.1437 -0.5305 -0.0461  0.67
H -1.8701 1.5498 0.0689  0.01
H -0.5239 2.7716 -0.2182  0.09
H 2.1586 1.2826 0.9565  0.10
H 2.2272 1.3936 -0.7805  0.08
H 0.7229 -2.7088 -0.0674  0.07
H -1.7053 -2.3554 0.0602  0.04

***

# C6H7AgLiO6

C6H7AgLiO6 as an isolated structure in a non-equilibrium geometry (the ωB97M-V functional and the def2-TZVPD basis, the OMol25 dataset).

Results
Spin multiplicity: 3
Relative energy (zero: lowest compared OMol25 entry of this formula, charge and spin), eV: 0.282
Charge: +1
E_HOMO (spin up / spin down), eV: -7.99 / -12.19

Each line ends with the Löwdin charge.
Atoms and positions in Å:
O -3.1060 1.7827 -1.6910  -0.01
C -2.2966 1.0626 -1.0975  -0.74
O -2.5244 -0.1486 -0.8288  -0.19
O -1.1231 1.6475 -0.6937  0.11
C -0.4380 1.0317 0.2759  -0.15
C -0.3021 1.6472 1.5235  0.10
Ag -4.5981 0.1995 -1.6888  0.56
H -0.1700 1.1069 2.4651  0.13
H -0.9432 2.5266 1.6454  0.15
Li -1.3743 -1.1554 0.2947  0.75
C 1.3801 1.3421 0.7305  -0.01
C 1.8857 -0.0717 0.9525  -0.18
O 3.3118 -0.0474 0.9049  0.06
C 3.9291 -1.2167 0.8758  -0.62
O 3.4238 -2.2907 1.0973  0.14
O 5.1665 -1.0266 0.4366  0.18
H 1.9350 2.0338 1.3795  0.15
H 1.6902 1.7210 -0.2544  0.16
H 1.5070 -0.7820 0.2060  0.13
H 1.5447 -0.4721 1.9169  0.14
H 5.6354 -1.8702 0.4183  0.15